No. 1
This record from the Open Molecules 2025 dataset describes the molecule C21H22ClFN6O4 in a non-equilibrium geometry. The level of theory is the ωB97M-V functional and the def2-TZVPD basis.

Output
- Gap between HOMO and LUMO: 8.9 eV
- HOMO level: -8.125 eV
- DFT total energy: -54504.0720 eV

Last column: natural (NBO) charge in e.
Cartesian coordinates (Å):
Cl -3.13338 -1.69912 -2.18507  0.04
F -3.39850 -2.58283 0.61406  -0.31
O -4.73272 0.12875 1.08372  -0.39
O 2.75247 -1.05813 1.06261  -0.65
O 2.22261 2.47273 0.28770  -0.61
O 7.03558 -0.09471 -1.03468  -0.54
N 4.36375 0.04610 -0.06691  -0.59
N -2.27390 1.62887 0.94810  -0.25
N 0.95254 0.69774 -0.24578  -0.47
N -2.70421 2.21082 -1.13866  -0.25
N -1.53633 2.64970 -0.84391  -0.03
N -1.28487 2.29926 0.39208  -0.01
C 8.97392 -0.78318 0.06757  -0.43
C 1.15733 1.89757 0.34525  0.69
C 7.78902 -1.36978 0.83747  -0.43
C -6.36019 -0.10121 -0.41631  -0.33
C -0.16248 -0.14750 -0.01652  0.22
C 8.31279 0.38273 -0.66443  -0.07
C -1.51041 -1.46934 1.46162  -0.25
C 2.09888 0.11809 -0.92844  -0.29
C 5.45917 -0.32619 0.79390  -0.25
C -2.33716 -1.78802 0.40061  0.38
C 6.57315 -0.98964 -0.02942  0.09
C -4.41389 0.87922 0.00351  0.18
C -2.08244 -1.30613 -0.87930  -0.10
C -0.04429 2.54302 1.05253  -0.32
C -0.41842 -0.64880 1.25431  -0.20
C -5.90967 -0.46688 0.82351  0.32
C -5.39182 0.76982 -0.95314  -0.23
C -3.16675 1.57209 -0.03748  0.23
C -0.98291 -0.48875 -1.08641  -0.26
C 3.10538 -0.36874 0.12740  0.67
C -6.47342 -1.38850 1.84173  -0.66
H 0.15740 3.61799 1.08606  0.25
H -6.44304 -0.92651 2.82665  0.23
H 2.54336 0.87568 -1.57654  0.22
H 1.75676 -0.73424 -1.51670  0.23
H -1.73425 -1.86553 2.43850  0.24
H 0.25129 -0.41255 2.06501  0.24
H -5.88287 -2.30381 1.87939  0.23
H 7.70294 -0.90310 1.81919  0.20
H 9.35424 -1.50491 -0.65532  0.21
H 5.85311 0.56797 1.28916  0.19
H 8.21972 1.25441 -0.00022  0.16
H 6.15299 -1.85731 -0.55243  0.19
H 5.07057 -1.01801 1.54363  0.24
H -7.26766 -0.42169 -0.88552  0.23
H -5.39359 1.25405 -1.90738  0.24
H -0.78787 -0.09330 -2.07145  0.25
H 4.60612 0.63365 -0.84935  0.41
H 9.78647 -0.46413 0.71517  0.22
H -0.13082 2.15847 2.07105  0.26
H 7.86913 -2.44547 0.97161  0.22
H 8.82968 0.68313 -1.57630  0.20
H -7.49866 -1.63899 1.58754  0.23



No. 2
This record from the Open Molecules 2025 dataset describes a structure of composition C29H30Cl2MnN9OPS5 in a non-equilibrium geometry. The level of theory is the ωB97M-V functional and the def2-TZVPD basis.

Output
- Gap between HOMO and LUMO (alpha / beta): 4.9 / 4.9 eV
- HOMO level (alpha / beta): -5.295 / -5.361 eV
- Energy above the lowest of the compared OMol25 structures with the same formula, charge and spin: 0.0 kcal per mole
- <S²>: 8.76
- Multiplicity: 6
- DFT total energy: -165851.0420 eV

Last column: Löwdin charge in e.
Cartesian coordinates (Å):
Mn 0.72200 0.86520 0.55325  0.46
Cl -1.52615 6.33014 0.83562  0.53
Cl -0.89448 4.72883 -1.60645  0.51
S 3.13858 0.62241 -0.28614  0.50
S 3.25667 -3.51999 0.78133  0.85
S 0.89343 -1.65413 0.36638  0.48
S 6.18919 -4.17392 0.70120  0.49
S 5.21830 -1.44415 0.10521  0.86
P -1.09445 2.82907 2.91016  1.17
O -1.63828 -3.65976 -4.97368  0.06
N -0.88448 -1.58447 -4.70306  0.13
N 1.07632 4.58589 2.48345  -0.12
N -0.40808 0.78948 4.75239  -0.12
N 1.02457 2.94911 0.97498  -0.02
N 0.31230 0.84393 -2.24525  0.04
N -3.10776 2.53325 0.98244  -0.11
N -0.27980 -3.32229 -3.15765  0.15
N -1.31711 1.29443 0.51223  -0.01
N 0.57129 0.63474 2.74479  0.01
C -4.03392 3.52783 1.53418  -0.04
C -1.16770 1.34420 5.84788  -0.05
C -0.20947 -0.48637 -4.17398  -0.22
C -1.08607 -6.86568 -2.54712  -0.06
C 0.38057 -0.38005 4.74262  -0.03
C -0.17512 -8.52597 -0.88391  -0.06
C -0.96394 -2.91273 -4.30003  -0.49
C 0.91886 1.72657 -3.04139  -0.17
C 0.34557 -4.79434 -1.40324  -0.02
C -0.22255 1.36067 3.52865  -0.46
C -1.12087 -5.63004 -3.13251  -0.02
C 0.73531 5.57308 3.47867  -0.06
C 0.93093 -0.46831 3.51773  -0.11
C -0.32110 -7.13433 -1.41863  -0.30
C 0.37619 3.52323 1.99593  -0.45
C -0.39874 -4.59026 -2.56228  -0.22
C 0.98736 1.58391 -4.43786  -0.04
C -1.88047 2.16412 1.40101  -0.44
C 0.44717 0.43706 -5.00517  0.00
C 3.55203 -0.93142 0.12339  -1.24
C 4.95420 -3.12692 0.55201  -1.51
C 0.37073 -6.07593 -0.84883  -0.04
C 2.60385 -1.94146 0.42285  -1.15
C -0.26560 -0.23829 -2.80879  -0.11
C -0.62315 6.27242 -0.71504  -0.93
C -2.24376 1.12443 -0.48294  -0.13
C 2.18590 3.67655 0.78668  -0.14
C 2.23271 4.69043 1.66791  -0.04
C -3.37958 1.80434 -0.22032  -0.02
H -3.98062 3.49529 2.61982  0.07
H -0.73838 1.01098 6.81454  0.10
H 0.92789 6.58105 3.08271  0.09
H -4.36245 1.78944 -0.75931  0.14
H 2.84187 3.39217 -0.01106  0.07
H 1.35278 2.61650 -2.57297  0.09
H 0.41846 -1.12375 5.53094  0.13
H -2.22798 1.02908 5.75042  0.10
H -0.96671 7.06477 -1.39286  0.03
H 0.96226 -6.24774 0.03513  0.11
H 0.29655 -2.62262 -2.66620  0.12
H 0.83545 -8.91762 -1.05244  0.08
H 1.52140 2.34342 -4.99530  0.10
H 0.44207 0.25909 -6.06681  0.11
H -3.73800 4.54738 1.21109  0.06
H -1.64769 -7.69945 -3.03294  0.12
H -1.15783 2.44547 5.78321  0.07
H -1.14451 -1.49111 -5.67478  0.15
H -2.00121 0.47704 -1.30271  0.08
H -0.32619 5.52231 3.71933  0.06
H -0.70374 -0.97476 -2.12180  0.09
H -0.88267 -9.17955 -1.40325  0.07
H 2.99831 5.45587 1.76095  0.13
H 1.58135 -1.22566 3.10701  0.09
H -0.39273 -8.53792 0.19909  0.08
H 0.91822 -3.97024 -0.94709  0.03
H 1.34531 5.39546 4.36136  0.09
H -5.06875 3.34427 1.19444  0.10
H 0.42782 6.32744 -0.50510  0.01
H -1.71166 -5.46110 -4.01414  0.09



No. 3
This record from the Open Molecules 2025 dataset describes a structure of composition C11H24CoF8N2O11S4 in a non-equilibrium geometry. The level of theory is the ωB97M-V functional and the def2-TZVPD basis.

Output
- Gap between HOMO and LUMO (alpha / beta): 10.6 / 9.7 eV
- HOMO level (alpha / beta): -10.971 / -10.937 eV
- Energy above the lowest of the compared OMol25 structures with the same formula, charge and spin: 68.4 kcal per mole
- <S²>: 3.76
- Multiplicity: 4
- DFT total energy: -140003.2918 eV

Last column: natural (NBO) charge in e.
Cartesian coordinates (Å):
Co -31.00772 9.12703 -3.29104  1.64
S -31.62369 6.51166 -1.28915  2.40
S -32.72781 11.40074 -4.78842  2.21
S -30.09292 11.79811 -4.73576  2.16
S -33.61995 7.22224 -2.39711  2.45
F -35.03398 12.04814 -3.62801  -0.29
F -31.11067 13.95367 -3.35851  -0.28
F -33.29931 12.77071 -2.59199  -0.32
F -29.32503 14.32506 -4.40808  -0.29
F -33.79324 10.71920 -2.40972  -0.32
F -34.21428 8.33976 -3.38873  -0.51
F -30.14082 7.06332 -1.18961  -0.51
F -29.30325 13.07851 -2.60880  -0.30
O -32.05536 6.55793 0.07263  -0.84
O -31.10097 7.78232 -5.06014  -0.78
O -34.34083 7.58383 -1.21245  -0.87
O -30.25244 9.73071 -0.80601  -0.77
O -28.88010 8.56466 -3.18532  -0.80
O -32.63087 12.70405 -5.38248  -0.91
O -30.15380 12.11780 -6.12826  -0.85
O -33.85544 6.02555 -3.11793  -0.87
O -33.36662 10.43298 -5.64230  -0.90
O -31.41630 5.27960 -1.98605  -0.87
O -29.01394 10.95207 -4.33288  -0.98
N -32.16270 7.77142 -2.39517  -1.26
N -31.40783 10.86810 -4.08348  -1.34
C -31.60919 6.46849 -5.38084  0.07
C -27.94313 7.47106 -3.38647  0.09
C -33.80728 11.73663 -3.26922  0.74
C -27.31361 7.69533 -4.75532  -0.64
C -32.00301 9.71345 0.84156  -0.65
C -32.60970 6.53896 -6.52856  -0.64
C -29.72929 11.02639 1.13782  -0.65
C -30.53626 5.36906 -5.52536  -0.64
C -26.92181 7.55486 -2.25823  -0.64
C -29.96384 13.42040 -3.69067  0.80
C -30.89001 10.53910 0.23657  0.10
H -30.62965 4.91307 -6.51043  0.22
H -26.77322 8.63727 -4.84248  0.22
H -31.65280 8.77250 1.26902  0.22
H -32.89320 5.59656 -6.98950  0.23
H -25.96791 7.19477 -2.64338  0.22
H -28.32880 9.35909 -3.19104  0.51
H -29.84189 8.97602 -0.36922  0.48
H -28.10896 7.74916 -5.50872  0.21
H -30.68295 4.63466 -4.73822  0.24
H -26.79013 6.82800 -5.16280  0.23
H -29.88753 12.00648 1.58085  0.22
H -33.46948 7.16468 -6.29061  0.24
H -26.74420 8.58177 -1.92932  0.21
H -30.57696 7.98283 -5.85030  0.49
H -32.70198 10.22101 1.50339  0.23
H -28.72614 10.83677 0.76844  0.22
H -29.81821 10.32379 1.98008  0.20
H -27.28321 7.03610 -1.37128  0.23
H -32.12701 7.10964 -7.33619  0.20
H -29.54185 5.81578 -5.46190  0.20
H -32.16740 6.17606 -4.49772  0.22
H -31.22218 11.43872 -0.28372  0.18
H -28.48429 6.52709 -3.37096  0.21
H -32.60486 9.36560 -0.00305  0.24



No. 4
This record from the Open Molecules 2025 dataset describes a cluster of 2 separate species, C3H10NO3 in total in a non-equilibrium geometry. The level of theory is the ωB97M-V functional and the def2-TZVPD basis.

Output
- Gap between HOMO and LUMO: 11.3 eV
- HOMO level: -14.691 eV
- Energy above the lowest of the compared OMol25 structures with the same formula, charge and spin: 46.3 kcal per mole
- DFT total energy: -10898.4578 eV
- Charge: +1

Last column: natural (NBO) charge in e.
Cartesian coordinates (Å):
O 2.05561 1.80165 -0.68968  -0.48
O 0.61592 -2.45805 1.57186  -0.96
O -2.06542 0.42671 -0.24100  -0.73
N 0.06723 1.15637 0.93741  -0.67
C 0.32771 0.23739 -0.17664  -0.21
C -0.98079 0.04279 -1.02478  -0.07
C 1.37066 0.89622 -1.07506  0.43
H -2.86554 0.49162 -0.78323  0.52
H 0.51829 0.94739 1.82540  0.45
H 1.41233 0.47932 -2.09971  0.15
H -0.83291 0.51505 -2.00250  0.19
H 0.23550 2.14771 0.77374  0.46
H 1.43725 -2.94565 1.42709  0.49
H 0.71062 -0.72137 0.16327  0.29
H -0.07825 -3.10179 1.38429  0.49
H -0.99722 -1.01983 -1.22505  0.19
H -0.93098 1.10448 1.23458  0.47



Question: Which value of DFT total energy does entry 1 give?
Answer: -54504.0720 eV



Question: Number 4 is which compound?
Answer: C3H10NO3